89
Properties=species:S:1:pos:R:3:mulliken_charge:R:1 method="wB97M-V/def2-TZVPD" lumo_energy_ha=-0.416 max_force_ha_per_bohr=0.0645 homo_lumo_gap_ev=1.1 homo_ev=-12.452 charge=+2
C 2.5377 -3.4100 -1.8725 -0.04
C 2.0032 -4.6567 -2.6741 -0.11
C 1.0156 -5.6047 -1.8339 -0.65
O 1.6432 -6.8365 -1.4776 -0.39
S 2.0681 -6.8486 0.1495 0.66
O 2.2660 -5.4514 0.6490 -0.42
O 3.6267 -7.5332 0.1680 -0.33
P 4.4549 -6.9497 -1.2574 0.61
N 5.4824 -8.2185 -1.8954 -0.69
O 5.4249 -5.6390 -0.7538 -0.54
H 1.7282 -3.0715 -1.1459 -0.03
H 2.7134 -2.5772 -2.6081 0.09
H 3.4510 -3.6203 -1.2603 0.16
H 2.8933 -5.2297 -3.0451 0.30
H 1.4451 -4.3208 -3.5874 0.30
H 0.1862 -5.8829 -2.5780 0.48
H 0.4888 -5.0611 -0.9701 0.45
H 5.8133 -7.8490 -2.7999 0.33
H 4.8226 -8.9603 -2.1784 0.32
H 6.2641 -5.9709 -0.3775 0.34
Al 0.3278 -3.8850 0.1776 0.40
C -3.1620 1.3751 3.5294 -0.42
C -3.6555 0.2959 4.2541 -0.53
C -3.7236 -0.9614 3.6698 -0.41
C -3.2894 -1.1263 2.3592 0.01
C -2.8011 -0.0504 1.6236 -0.38
C -2.7397 1.2045 2.2157 -0.29
N -3.3378 -2.4553 1.7516 1.06
O -3.7874 -3.3640 2.4137 -0.58
O -2.9181 -2.5824 0.6091 -0.63
H -3.1050 2.3547 3.9899 0.44
H -3.9847 0.4348 5.2764 0.40
H -4.1095 -1.7950 4.2423 0.46
H -2.4675 -0.1744 0.6014 0.47
H -2.3602 2.0503 1.6573 0.43
C 4.2899 -0.0616 -3.8245 -0.48
O 3.2103 -0.5925 -3.0792 -0.40
H 4.5557 -0.7662 -4.6107 0.25
H 3.9874 0.8958 -4.2793 0.17
H 5.1505 0.0927 -3.1687 0.31
H 2.9957 0.0504 -2.3934 0.26
C 0.7924 -1.9775 -7.8944 -1.37
C 1.6557 -1.3367 -6.8174 0.44
C 0.8112 -0.8272 -5.6598 -1.00
O 2.3923 -0.2544 -7.3800 -0.53
H 0.0867 -1.2524 -8.3097 0.35
H 1.4110 -2.3284 -8.7225 0.34
H 0.2280 -2.8238 -7.4967 0.35
H 2.3831 -2.0646 -6.4489 0.21
H 0.1058 -0.0623 -5.9978 0.38
H 1.4447 -0.3607 -4.9005 0.24
H 0.2469 -1.6398 -5.1942 0.31
H 1.7602 0.3945 -7.7100 0.37
C 5.6852 -6.3191 2.6200 -0.32
N 5.7759 -7.1882 3.8201 0.91
O 5.0447 -8.1556 3.8637 -0.53
O 6.5756 -6.8653 4.6687 -0.54
H 4.9333 -6.7276 1.9499 -0.09
H 5.4034 -5.3234 2.9555 0.30
H 6.6648 -6.3127 2.1455 0.29
O 2.1812 2.2540 -4.4200 -0.42
H 2.2988 2.6343 -5.3065 0.32
C -0.3125 7.8095 2.2654 -0.69
O -0.5066 6.3908 2.2423 -0.37
P -1.9789 5.7977 2.3052 0.68
O -2.0518 4.3269 2.2977 -0.45
O -2.7443 6.5077 1.0711 -0.11
C -2.3371 6.1571 -0.2271 -0.69
O -2.6228 6.5086 3.5662 -0.26
C -4.0087 6.2537 3.8328 -0.53
H 0.2223 8.1035 1.3609 0.27
H -1.2548 8.3576 2.3127 0.33
H 0.2920 8.0685 3.1329 0.28
H -1.9445 5.1372 -0.2793 0.38
H -1.5724 6.8623 -0.5738 0.34
H -3.2294 6.2274 -0.8927 0.30
H -4.4083 5.4576 3.2008 0.32
H -4.5759 7.1685 3.6573 0.24
H -4.1185 5.9643 4.8756 0.22
C -7.7309 8.3669 6.8822 0.65
F -7.7920 9.6578 7.2075 -0.20
F -8.3111 7.6899 7.8723 -0.20
F -8.4967 8.2031 5.7994 -0.21
S -5.9917 7.8095 6.5893 1.25
O -5.2907 8.0478 7.8403 -0.45
O -5.4992 8.6322 5.4906 -0.46
O -6.0887 6.3972 6.2465 -0.48
Br -1.1256 -4.3814 -2.2679 -0.17
Be -3.8192 7.7113 -1.3020 0.57